Formula: C2H10N2
Source: the OMol25 dataset
Level of theory: wB97M-V/def2-TZVPD

```
14
Properties=species:S:1:pos:R:3:forces:R:3:mulliken_charge:R:1
C 3.2703 2.8502 2.7450 0.224 0.151 -0.335 -0.615
N 1.9665 2.6624 3.3548 -0.960 0.295 0.367 -0.557
H 3.9613 3.1694 3.5433 -0.107 -0.160 -0.427 0.234
H 3.2391 3.6361 1.9717 0.342 -0.238 0.045 0.235
H 3.6615 1.9245 2.2904 -0.239 0.336 0.280 0.274
H 1.6125 3.5936 3.6003 0.006 -0.642 0.010 0.212
H 1.2446 2.2291 2.7684 0.733 0.257 0.061 0.217
C -2.1724 -3.1295 -2.8978 -0.387 0.128 0.376 -0.606
N -3.5940 -2.7396 -2.7780 -0.199 0.352 -0.460 -0.548
H -1.8932 -3.5787 -1.9299 0.132 0.102 -0.473 0.238
H -1.4844 -2.2937 -3.1092 -0.149 -0.234 -0.003 0.226
H -2.0534 -3.8913 -3.6865 -0.128 0.315 0.380 0.272
H -3.7393 -1.9134 -2.1872 0.324 -0.532 -0.305 0.205
H -4.0191 -2.5190 -3.6853 0.408 -0.131 0.486 0.213
```
Positions in Å, forces in eV/Å.

Output
LUMO level = 0.04528 hartree
SMILES string = CN.CN
E = -5215.694 eV
Net charge = 0
Relative energy (zero: lowest compared OMol25 entry of this formula, charge and spin) = 0.658 eV
Orbital gap = 10.419 eV

Formula: H28NO12
Source: the OMol25 dataset
Level of theory: wB97M-V/def2-TZVPD

```
41
Properties=species:S:1:pos:R:3:forces:R:3:mulliken_charge:R:1
N 0.1528 -0.1322 0.1512 -0.851 -5.301 4.270 0.192
H 0.5478 0.1548 1.0792 0.105 -0.438 -1.149 0.181
H 0.1868 0.6078 -0.4168 0.287 3.554 -3.146 0.038
H -0.8402 -0.3562 0.3992 0.928 0.415 -0.460 0.283
H 0.5948 -1.0272 -0.2398 -0.199 1.632 0.490 0.334
O -0.1162 3.0258 -1.4068 2.458 -0.404 -1.822 -0.651
H -0.9152 3.0268 -0.9818 -3.765 -0.151 1.203 0.253
H 0.4448 3.1978 -0.6728 1.434 0.387 0.910 0.308
O 1.9808 2.3088 3.0352 4.278 -1.414 2.209 -0.654
H 1.9378 1.2948 2.9542 -0.118 2.143 0.239 0.328
H 2.9218 2.3878 3.6342 -4.075 -0.101 -2.554 0.345
O -3.0942 -2.3552 0.4612 -2.208 -4.483 4.827 -0.686
H -4.0012 -2.7072 0.9802 3.638 1.474 -2.271 0.371
H -3.3762 -1.6962 -0.0808 -1.511 2.935 -2.503 0.270
O 1.7538 -0.2412 -2.2898 -1.535 0.122 -1.933 -0.625
H 2.0288 -0.8552 -2.9998 0.189 0.148 0.777 0.246
H 1.0548 0.2908 -2.8678 1.860 -0.844 1.368 0.384
O -1.6552 -1.3892 2.7492 0.087 0.419 -0.285 -0.588
H -1.2552 -2.1592 3.1472 -0.065 -0.504 0.124 0.327
H -2.2142 -1.7222 2.0222 0.206 -0.033 0.150 0.330
O -1.0442 -2.0502 -2.4118 -0.082 -3.297 0.482 -0.525
H -1.0722 -3.0912 -2.3728 -0.024 3.087 -0.065 0.299
H -1.1912 -1.8902 -3.3448 -0.012 0.195 -0.356 0.281
O -2.5812 0.9128 -1.5868 -1.011 -1.526 -1.846 -0.566
H -2.5372 1.1488 -2.5818 -0.226 -0.745 2.410 0.330
H -3.1142 0.0388 -1.5318 1.367 2.360 -0.574 0.250
O 1.4328 -3.1622 -0.0278 -0.346 -0.430 -2.705 -0.665
H 1.8168 -3.2382 -0.9498 0.516 0.632 1.568 0.330
H 0.6238 -3.6142 -0.3278 -0.306 0.023 1.138 0.304
O 0.8638 1.7368 -3.6618 -1.454 -0.152 0.493 -0.721
H 0.6898 2.0458 -2.7408 0.182 0.527 -0.875 0.388
H 1.7628 1.9218 -3.8978 0.726 0.316 0.024 0.347
O 2.7348 1.1038 0.1262 -5.460 -5.347 -2.515 -0.455
H 3.0008 1.0008 -0.7738 0.052 -0.535 -1.146 0.230
H 3.2698 1.6828 0.4472 5.183 5.840 3.665 0.239
O -1.3152 1.6728 1.7032 5.333 -1.421 2.285 -0.521
H -2.1412 1.9138 1.4502 -3.926 1.328 -0.137 0.250
H -1.0532 1.7508 2.6802 -1.384 0.182 -2.249 0.291
O 1.3938 -0.2362 3.4702 -3.928 0.992 -5.671 -0.519
H 1.7478 -0.5352 4.1982 3.757 -2.119 6.249 0.219
H 0.5768 -0.7642 3.4752 -0.100 0.532 -0.619 0.228
```
Positions in Å, forces in eV/Å.

Output
LUMO level = -0.10894 hartree
E = -26506.980 eV
Net charge = +1
Relative energy (zero: lowest compared OMol25 entry of this formula, charge and spin) = 2.773 eV
Orbital gap = 10.169 eV

Formula: C7H11NO2
Source: the OMol25 dataset
Level of theory: wB97M-V/def2-TZVPD

```
21
Properties=species:S:1:pos:R:3:forces:R:3:mulliken_charge:R:1
C -0.3066 -0.2406 0.8028 -0.889 -1.084 -2.263 -0.991
C -0.9078 -0.3305 -0.3997 -0.681 3.084 2.742 0.752
O -1.3265 -1.5095 -0.9235 -0.501 2.168 1.316 -0.363
C -0.2904 -1.9279 -1.7109 0.267 -1.356 -3.635 -0.649
O -1.3550 0.7930 -1.0606 -0.940 -2.414 -1.753 -0.338
C -0.9153 2.0941 -0.9389 -0.199 1.545 -2.353 -0.775
H 0.0547 0.6200 1.2675 0.269 1.270 0.417 0.392
H -0.1948 -1.1794 1.2460 0.549 -1.176 0.967 0.328
H -0.5742 -2.9526 -1.9507 0.461 -0.143 -0.346 0.244
H 0.6720 -1.9172 -1.2271 0.344 0.138 0.243 0.257
H -0.2674 -1.3356 -2.6992 0.242 -0.759 1.366 0.253
H -1.3889 2.5928 -0.1019 0.553 0.175 0.453 0.333
H -1.1937 2.7172 -1.8984 -0.401 -1.450 1.621 0.222
H 0.1420 2.1659 -1.1148 0.942 -0.016 1.215 0.330
C 3.0907 1.6770 1.4066 -0.559 -4.155 1.896 -0.826
C 3.1698 0.6283 0.5981 0.201 -0.504 -0.189 0.014
C 3.3500 -0.3634 -0.2145 0.527 -0.003 -0.512 0.614
N 3.6291 -1.1148 -1.1771 -0.296 0.860 0.941 -0.615
H 2.9164 1.5363 2.5263 0.481 0.400 -1.636 0.241
H 3.0571 2.5872 0.9682 -0.062 3.054 -0.919 0.310
H 3.8135 -2.1110 -1.0293 -0.309 0.366 0.428 0.267
```
Positions in Å, forces in eV/Å.

Output
LUMO level = -0.01069 hartree
SMILES string = C=C(OC)OC.C=C=C=N
E = -13016.758 eV
Net charge = 0
Relative energy (zero: lowest compared OMol25 entry of this formula, charge and spin) = 6.524 eV
Orbital gap = 8.408 eV

Formula: C3H4F3O4PS
Source: the OMol25 dataset
Level of theory: wB97M-V/def2-TZVPD

```
16
Properties=species:S:1:pos:R:3:forces:R:3:mulliken_charge:R:1
C -1.4292 -0.1776 2.3518 0.496 0.164 -0.251 -0.784
C 0.7697 0.3756 -1.3206 1.566 -2.715 -0.982 -0.362
C 0.7544 0.0167 -2.7600 0.256 -0.323 -0.738 0.897
O -0.3554 -2.0503 -0.2910 -0.239 -0.763 -0.250 -0.594
O 0.9528 -0.4855 1.1985 -0.069 0.543 0.287 -0.291
O 0.5592 1.5761 2.5534 0.249 -0.307 0.213 -0.571
O -0.4819 1.2416 0.3435 -1.760 1.318 1.304 -0.528
F 1.9766 -0.3265 -3.2418 0.178 0.153 0.083 -0.252
F 0.3247 1.0047 -3.5457 -0.179 0.486 0.059 -0.259
F -0.0280 -1.0455 -2.9963 -0.331 -0.192 -0.021 -0.250
P 0.5952 -0.9537 -0.3013 0.235 1.103 -0.807 0.598
S -0.0866 0.7357 1.6116 -0.472 0.335 0.922 1.084
H -1.0942 -0.5965 3.2921 0.109 -0.052 0.093 0.333
H -2.2452 0.5197 2.5061 0.003 0.172 -0.007 0.332
H -1.7121 -0.9495 1.6470 -0.070 -0.159 -0.085 0.303
H 1.5001 1.1151 -1.0472 0.028 0.236 0.180 0.342
```
Positions in Å, forces in eV/Å.

Output
LUMO level (spin up / spin down) = -0.04695 / -0.04696 hartree
E = -39640.841 eV
Net charge = 0
Orbital gap (spin up / spin down) = 8.407 / 8.406 eV

Formula: C22H38GeN5Pb
Source: the OMol25 dataset
Level of theory: wB97M-V/def2-TZVPD

```
67
Properties=species:S:1:pos:R:3:forces:R:3:mulliken_charge:R:1
Pb 11.0354 12.9684 8.4819 -1.124 0.305 -1.884 0.720
N 6.8379 16.0831 10.2101 -1.300 -0.223 1.179 -0.514
C 6.6802 16.5561 8.8360 0.530 1.173 -0.903 -0.322
C 6.6586 15.4642 7.7497 0.665 0.266 0.772 -0.839
C 7.9421 14.6791 7.5626 0.379 -0.649 0.403 -0.414
N 8.2678 13.9121 8.7850 -0.149 -0.218 1.184 -0.125
H 5.9334 16.1626 10.7424 1.332 -0.216 -0.897 0.223
H 7.4988 16.6303 10.7387 0.248 0.162 -0.132 0.177
H 7.5313 17.2527 8.5561 -0.921 -0.566 0.538 0.120
H 5.7353 17.1314 8.8045 0.450 -0.066 -0.455 0.330
H 6.3793 15.8542 6.7987 -0.358 0.805 -0.735 0.421
H 5.9207 14.7572 8.0171 -1.125 -0.922 0.292 0.321
H 8.8190 15.3733 7.4043 -0.783 -0.749 -0.241 0.134
H 7.7871 13.9679 6.6761 0.640 0.981 1.214 0.281
H 7.7694 13.0310 8.9652 0.057 0.602 -0.739 0.199
H 8.1157 14.4642 9.6494 -0.014 -0.184 -1.054 0.116
C 15.3714 12.8981 8.9553 1.377 -0.800 -0.652 -1.653
C 14.3285 12.6870 7.8666 -1.235 0.718 -0.087 2.870
C 14.0746 11.2133 7.5209 1.994 0.545 -0.441 -1.639
C 14.5765 13.5204 6.5988 1.721 0.606 0.179 -1.559
C 13.1640 13.3747 8.4152 -1.509 0.116 1.652 -2.173
H 16.2969 12.5034 8.5141 0.393 0.055 0.481 0.439
H 15.1750 12.3550 9.9011 -0.153 0.295 -0.607 0.293
H 15.5185 13.9607 9.1554 -0.081 -0.101 0.043 0.389
H 15.0774 10.8364 7.1291 -1.333 -0.015 0.314 0.370
H 13.3014 11.1033 6.7502 0.155 -0.035 0.244 0.323
H 13.8244 10.6960 8.4317 -0.190 -0.502 0.147 0.422
H 15.5997 13.3414 6.1996 -0.444 -0.081 -0.113 0.396
H 14.5743 14.5818 6.9450 -0.136 -0.619 -0.701 0.369
H 13.8270 13.3432 5.8123 0.219 0.118 0.425 0.321
H 13.2542 14.4004 8.7828 0.619 -0.116 -0.505 0.537
N 11.8782 24.2220 5.8915 -0.158 -0.607 0.618 -0.691
C 11.7197 23.2270 6.4880 0.300 1.208 -1.076 0.337
C 11.5538 21.9768 7.0790 0.495 0.481 -0.452 0.260
C 11.9670 20.8215 6.3444 -0.325 -1.604 0.140 -0.849
C 11.6667 19.5610 6.8390 -0.177 0.121 -0.511 -0.462
C 11.0996 19.4511 8.1368 0.117 -1.885 0.267 1.145
C 10.8832 20.6106 8.9270 -0.896 -0.259 0.533 -0.459
C 11.0152 21.8645 8.3814 -0.489 -1.026 0.455 -0.920
N 10.9418 18.0751 8.6566 -0.743 1.057 1.262 0.519
C 10.4254 17.7191 9.9491 1.303 -0.187 -1.470 -0.451
C 10.8082 16.4217 10.1346 0.448 -0.741 -1.414 -0.846
N 11.4249 15.8809 9.0007 -0.931 2.038 0.288 0.148
C 11.4463 16.9242 8.1332 -0.008 -0.420 1.781 -0.744
H 12.4744 20.8913 5.3797 -0.372 0.261 0.250 0.348
H 11.7234 18.6161 6.2395 0.414 1.314 0.381 0.191
H 10.4551 20.5032 9.9358 0.229 0.074 -0.517 0.132
H 10.5594 22.7129 8.8895 0.544 -0.032 -0.035 0.337
H 9.9249 18.3760 10.6271 0.037 0.447 -0.065 0.435
H 10.7408 15.7881 10.9918 -0.400 -0.054 0.464 0.298
H 11.9377 16.9163 7.1973 0.276 -0.179 -0.632 0.250
C 11.6549 10.0353 12.6468 0.527 0.109 -1.110 -1.178
Ge 10.3418 10.9880 11.4737 0.908 -0.262 -0.880 0.632
C 10.3357 12.8259 12.2095 0.403 0.570 0.363 -1.223
C 8.5371 10.2083 11.5288 -0.228 0.396 0.402 -1.322
C 10.9642 10.9819 9.5968 1.817 -0.042 1.477 -1.069
H 11.2501 10.1670 13.6364 0.209 -0.196 0.637 0.385
H 12.6745 10.5339 12.5509 -1.324 -0.641 0.181 0.302
H 11.7337 8.9560 12.3734 -0.010 0.820 0.322 0.321
H 9.4396 13.3772 11.9276 -0.161 -0.005 -0.004 0.327
H 11.1883 13.4563 11.8923 -0.198 -0.509 -0.298 0.293
H 10.4317 12.8686 13.3092 -0.327 -0.339 -0.303 0.431
H 7.9409 10.6447 12.3334 0.036 -0.126 0.096 0.383
H 8.4786 9.1349 11.5900 0.349 -0.512 0.364 0.413
H 8.0046 10.4153 10.6165 -0.082 0.470 -0.563 0.363
H 10.7041 10.1163 8.9877 -0.346 0.042 0.041 0.448
H 12.0980 10.9930 9.6851 -1.161 -0.466 0.088 -0.020
```
Positions in Å, forces in eV/Å.

Output
LUMO level (spin up / spin down) = 0.08488 / 0.08396 hartree
E = -92639.450 eV
Net charge = -1
Relative energy (zero: lowest compared OMol25 entry of this formula, charge and spin) = 2.427 eV
Orbital gap (spin up / spin down) = 6.101 / 3.592 eV

Formula: C5H10O
Source: the OMol25 dataset
Level of theory: wB97M-V/def2-TZVPD

```
16
Properties=species:S:1:pos:R:3:forces:R:3:mulliken_charge:R:1
O 2.3605 0.6022 0.5601 -0.101 0.180 0.164 -0.505
C 1.8975 -0.6579 0.1192 -0.073 -0.351 -0.155 -0.682
C 0.5425 -0.5859 -0.5834 -0.013 0.024 -0.034 -0.465
C -0.5206 0.0652 0.2950 0.087 -0.047 0.076 -0.038
C -1.9850 -0.1525 0.0405 -0.149 -0.139 0.006 -0.638
C -1.3736 1.1923 -0.2234 0.011 0.185 -0.040 -0.766
H 1.6946 0.9604 1.1603 0.157 0.055 -0.105 0.342
H 1.8384 -1.3720 0.9578 0.014 0.152 -0.090 0.311
H 2.6607 -1.0281 -0.5721 -0.122 0.003 0.092 0.346
H 0.2439 -1.6076 -0.8572 0.058 0.150 0.058 0.283
H 0.6584 -0.0194 -1.5162 -0.048 -0.076 0.132 0.362
H -0.2604 0.1288 1.3532 -0.048 -0.042 -0.150 0.459
H -2.2627 -0.7674 -0.8121 0.066 0.116 0.117 0.264
H -2.6393 -0.2551 0.9019 0.096 0.007 -0.167 0.240
H -1.2291 1.4807 -1.2620 0.016 -0.057 0.185 0.246
H -1.6257 2.0165 0.4383 0.050 -0.160 -0.090 0.240
```
Positions in Å, forces in eV/Å.

Output
LUMO level = 0.03981 hartree
SMILES string = OCCC1CC1
E = -7393.516 eV
Net charge = 0
Relative energy (zero: lowest compared OMol25 entry of this formula, charge and spin) = 1.249 eV
Orbital gap = 11.263 eV